This record from the OMol25 dataset describes a cluster of 2 separate species, C18H31Br2IN7O4S in total. The level of theory is ωB97M-V/def2-TZVPD.

Each line ends with the natural charge from an NBO analysis.
Cartesian coordinates (Å):
C1 1.46 2.61 2.25  -0.631
C2 0.42 1.86 1.41  -0.238
N1 0.91 0.56 0.89  -0.701
C3 1.27 0.48 -0.50  0.592
C4 2.10 1.61 -1.08  -0.509
C5 3.48 1.62 -0.45  0.228
C6 4.38 2.83 -0.90  -0.380
O1 4.53 1.27 -1.18  -0.474
O2 2.07 -0.68 -0.66  -0.561
C7 1.50 -1.93 -0.37  0.409
I1 1.78 -2.53 1.72  0.094
C8 2.23 -2.95 -1.24  -0.488
C9 3.76 -2.88 -1.16  -0.535
S1 4.55 -4.23 -0.23  0.281
C10 5.37 -3.33 1.00  0.269
N2 6.27 -2.42 0.88  -0.287
N3 6.58 -2.00 2.17  -0.280
C11 5.86 -2.71 2.95  0.292
O3 5.06 -3.57 2.31  -0.415
N4 0.07 -2.02 -0.66  -0.712
C12 -0.66 -0.84 -0.77  0.724
N5 -1.89 -0.79 -0.37  -0.511
C13 -2.64 -1.89 0.22  -0.227
C14 -3.39 -1.42 1.49  -0.436
C15 -2.55 -0.46 2.31  -0.440
Br1 -3.48 0.04 3.93  0.020
N6 0.04 0.22 -1.33  -0.526
Br2 -1.02 1.66 -1.79  0.279
H1 1.99 3.36 1.67  0.216
H2 2.17 1.93 2.71  0.208
H3 0.96 3.13 3.06  0.236
H4 0.08 2.51 0.61  0.203
H5 -0.45 1.68 2.04  0.204
H6 1.72 0.30 1.44  0.400
H7 2.29 1.42 -2.14  0.265
H8 1.64 2.58 -0.92  0.249
H9 3.56 1.35 0.60  0.187
H10 5.38 3.10 -1.23  0.314
H11 4.66 2.98 0.17  0.181
H12 1.91 -3.94 -0.90  0.244
H13 1.89 -2.79 -2.26  0.220
H14 4.15 -2.95 -2.17  0.246
H15 4.12 -1.93 -0.77  0.266
H16 5.82 -2.67 4.03  0.211
H17 -0.09 -2.60 -1.48  0.423
H18 -2.41 0.09 -0.48  0.478
H19 -3.38 -2.20 -0.52  0.225
H20 -1.97 -2.70 0.48  0.239
H21 -4.33 -0.96 1.22  0.240
H22 -3.55 -2.31 2.09  0.236
H23 -2.40 0.48 1.78  0.212
H24 -1.59 -0.88 2.60  0.225
C16 -4.70 1.04 -1.56  0.534
O4 -4.15 0.97 -0.45  -0.698
N7 -5.73 1.81 -1.86  -0.393
C17 -6.32 1.84 -3.18  -0.403
C18 -6.29 2.66 -0.81  -0.422
H25 -4.35 0.43 -2.41  0.115
H26 -6.26 2.85 -3.60  0.211
H27 -7.37 1.54 -3.14  0.213
H28 -5.79 1.15 -3.84  0.213
H29 -5.54 3.35 -0.44  0.220
H30 -6.64 2.06 0.02  0.224
H31 -7.13 3.23 -1.22  0.219

Orbital gap in eV: 8.0924
E_tot in Eh: -7232.21045
Molecular weight in g/mol: 728.3
Charge: +1
LUMO in eV: -3.28


This record from the OMol25 dataset describes a structure of composition C32H35BrF4NNiO2PSi2. The level of theory is ωB97M-V/def2-TZVPD.

Each line ends with the Mulliken spin population.
Cartesian coordinates (Å):
Ni1 -0.26 -0.33 -0.25  1.681
C1 -1.06 -4.16 -0.26  0.002
Si1 -0.07 -3.48 -1.70  0.001
C2 -0.53 -4.51 -3.20  0.008
C3 1.72 -3.79 -1.30  0.002
C4 -0.44 -1.69 -1.98  0.118
C5 0.64 -0.84 -2.51  0.007
C6 1.61 -1.18 -3.47  0.021
C7 2.52 -0.22 -3.88  -0.001
C8 2.47 1.07 -3.34  0.014
C9 1.52 1.33 -2.38  -0.002
N1 0.64 0.40 -1.98  0.043
Si2 -2.08 -1.13 -2.66  0.000
C10 -2.17 -1.65 -4.46  0.008
C11 -3.58 -1.84 -1.79  0.000
C12 -2.29 0.74 -2.64  0.023
H1 -1.07 -5.26 -0.29  0.000
H2 -2.10 -3.82 -0.27  0.002
H3 -0.61 -3.85 0.69  -0.002
H4 -0.16 -5.54 -3.09  0.000
H5 -0.10 -4.11 -4.13  0.001
H6 -1.62 -4.56 -3.33  0.000
H7 1.94 -4.87 -1.38  0.000
H8 1.93 -3.46 -0.28  0.000
H9 2.42 -3.26 -1.96  -0.001
H10 1.62 -2.18 -3.88  0.000
H11 3.27 -0.47 -4.62  -0.001
H12 3.16 1.84 -3.66  0.001
H13 1.46 2.30 -1.91  0.002
H14 -2.38 -2.72 -4.55  0.000
H15 -1.21 -1.45 -4.96  -0.001
H16 -2.95 -1.10 -5.01  0.001
H17 -3.37 -2.77 -1.25  0.000
H18 -4.36 -2.06 -2.53  0.000
H19 -3.99 -1.12 -1.07  0.000
H20 -1.62 1.22 -3.36  0.000
H21 -2.08 1.18 -1.66  -0.015
H22 -3.32 1.00 -2.91  0.000
F1 -4.34 0.31 5.44  0.000
C13 -3.39 0.56 4.55  -0.002
C14 -2.60 1.68 4.67  0.000
F2 -2.80 2.51 5.68  0.000
C15 -1.62 1.92 3.74  -0.013
F3 -0.91 3.03 3.91  0.000
C16 -1.39 1.08 2.65  0.036
P1 0.06 1.30 1.48  -0.039
C17 1.32 1.35 2.80  0.006
C18 1.53 0.15 3.47  0.002
C19 2.49 0.06 4.47  -0.002
C20 3.25 1.18 4.81  0.002
C21 3.03 2.38 4.14  -0.001
C22 2.07 2.47 3.14  0.004
C23 -0.20 3.00 0.86  0.004
C24 0.89 3.66 0.29  0.005
C25 0.73 4.93 -0.26  -0.002
C26 -0.53 5.53 -0.27  0.004
C27 -1.62 4.85 0.24  -0.002
C28 -1.46 3.59 0.80  0.002
C29 -2.22 -0.02 2.56  0.025
Br1 -2.10 -1.23 1.11  0.046
C30 -3.21 -0.29 3.48  -0.017
F4 -3.99 -1.36 3.37  0.001
H23 0.96 -0.74 3.20  0.000
H24 2.65 -0.88 4.99  0.000
H25 4.00 1.12 5.59  0.000
H26 3.61 3.25 4.40  0.000
H27 1.90 3.41 2.65  0.001
H28 1.86 3.18 0.27  0.001
H29 1.58 5.45 -0.69  0.000
H30 -0.65 6.52 -0.69  0.000
H31 -2.61 5.30 0.21  0.000
H32 -2.33 3.07 1.19  0.000
C31 3.79 -1.15 0.86  0.008
C32 2.50 -0.42 0.54  -0.034
O1 2.51 0.82 0.43  0.002
O2 1.46 -1.18 0.41  0.052
H33 4.49 -0.47 1.34  0.001
H34 4.22 -1.51 -0.08  0.000
H35 3.59 -2.01 1.50  0.000

⟨S²⟩: 2.01
Orbital gap (alpha / beta) in eV: 7.3370 / 7.7570
Spin multiplicity: 3
E_tot in Eh: -6847.83139
Molecular weight in g/mol: 767.4
LUMO (alpha / beta) in eV: 0.12 / -0.01


This record from the OMol25 dataset describes a cluster of 8 separate species, C45H100F9N7O9S3 in total. The level of theory is ωB97M-V/def2-TZVPD.

Each line ends with the Mulliken charge.
Cartesian coordinates (Å):
C1 13.93 19.49 -14.99  0.560
F1 13.95 20.45 -15.96  -0.225
F2 14.86 18.51 -15.31  -0.221
F3 14.12 20.09 -13.79  -0.206
S1 12.13 18.74 -15.01  1.067
O1 11.80 18.33 -16.41  -0.672
O2 12.26 17.57 -14.12  -0.659
O3 11.30 19.85 -14.55  -0.643
C2 8.01 14.35 -8.55  -0.987
N1 6.64 13.97 -9.12  -0.027
C3 6.21 15.08 -10.15  -0.918
C4 6.85 12.69 -9.98  -0.918
C5 5.59 13.75 -8.00  -0.380
C6 6.03 13.09 -6.72  -0.616
O4 6.59 11.81 -7.09  -0.469
H1 8.67 14.69 -9.34  0.392
H2 8.41 13.60 -7.87  0.415
H3 7.92 15.27 -7.96  0.412
H4 7.01 15.19 -10.89  0.400
H5 6.15 16.07 -9.70  0.402
H6 5.32 14.80 -10.71  0.367
H7 7.26 11.99 -9.26  0.366
H8 7.68 12.85 -10.67  0.374
H9 5.89 12.49 -10.46  0.402
H10 4.87 13.08 -8.47  0.322
H11 5.08 14.70 -7.87  0.383
H12 5.25 12.85 -6.00  0.459
H13 6.68 13.76 -6.16  0.317
H14 6.29 11.09 -6.53  0.302
C7 15.18 11.81 -16.47  -0.989
N2 16.27 11.22 -15.62  -0.148
C8 17.59 11.93 -16.00  -0.861
C9 16.15 11.51 -14.11  -0.859
C10 16.09 9.73 -15.91  -0.557
C11 17.05 8.73 -15.21  -0.523
O5 16.72 8.58 -13.89  -0.519
H15 15.44 11.74 -17.52  0.411
H16 15.29 12.87 -16.21  0.468
H17 14.17 11.54 -16.17  0.358
H18 17.41 13.00 -15.85  0.423
H19 17.77 11.81 -17.07  0.330
H20 18.35 11.55 -15.32  0.401
H21 17.04 11.16 -13.59  0.412
H22 15.27 11.04 -13.66  0.342
H23 16.11 12.59 -14.00  0.420
H24 15.96 9.56 -16.98  0.411
H25 15.12 9.53 -15.44  0.408
H26 18.05 9.17 -15.26  0.282
H27 17.16 7.75 -15.67  0.463
H28 17.34 7.98 -13.47  0.328
C12 4.70 23.28 -17.67  -1.316
C13 4.59 21.79 -17.93  -0.297
C14 5.45 21.17 -19.08  -0.888
N3 4.86 19.80 -19.57  0.294
C15 4.58 18.74 -18.52  -1.043
C16 5.76 19.29 -20.69  -0.547
C17 4.89 18.43 -21.62  -0.716
C18 3.61 19.21 -21.70  -0.567
C19 3.50 19.98 -20.34  -0.565
H29 5.66 23.51 -18.11  0.329
H30 4.56 23.65 -16.65  0.354
H31 3.95 23.88 -18.19  0.321
H32 3.52 21.57 -17.99  0.384
H33 4.85 21.38 -16.95  0.373
H34 6.45 21.08 -18.66  0.446
H35 5.52 21.83 -19.94  0.482
H36 3.82 19.11 -17.84  0.407
H37 5.51 18.44 -18.04  0.366
H38 4.23 17.80 -18.94  0.409
H39 6.65 18.68 -20.49  0.370
H40 5.98 20.14 -21.32  0.362
H41 4.83 17.34 -21.55  0.343
H42 5.27 18.55 -22.63  0.355
H43 2.74 18.61 -21.96  0.341
H44 3.74 19.88 -22.55  0.325
H45 2.65 19.58 -19.79  0.306
H46 3.38 21.05 -20.46  0.371
C20 16.39 16.23 -22.45  -1.444
C21 16.47 15.45 -23.71  -0.434
C22 15.37 15.80 -24.68  -0.870
N4 15.03 14.69 -25.73  0.223
C23 16.34 14.43 -26.53  -1.102
C24 13.95 15.21 -26.73  -0.382
C25 12.61 14.58 -26.27  -0.628
C26 13.04 13.29 -25.70  -0.476
C27 14.43 13.45 -25.02  -0.749
H47 16.51 17.31 -22.47  0.342
H48 17.27 15.88 -21.90  0.375
H49 15.47 15.97 -21.92  0.380
H50 16.46 14.38 -23.50  0.433
H51 17.43 15.60 -24.21  0.416
H52 15.50 16.73 -25.24  0.526
H53 14.43 15.90 -24.14  0.441
H54 17.08 14.15 -25.78  0.383
H55 16.55 15.41 -26.96  0.400
H56 16.13 13.63 -27.25  0.450
H57 14.23 14.99 -27.76  0.405
H58 13.87 16.28 -26.58  0.206
H59 11.97 14.37 -27.13  0.343
H60 12.01 15.17 -25.59  0.334
H61 13.30 12.57 -26.47  0.335
H62 12.23 12.89 -25.08  0.389
H63 15.14 12.63 -25.13  0.376
H64 14.40 13.66 -23.95  0.329
C28 21.02 28.72 -10.36  -1.310
C29 21.02 27.21 -9.93  -0.242
C30 21.21 26.35 -11.21  -0.839
N5 21.19 24.83 -10.85  0.237
C31 19.87 24.29 -10.24  -1.034
C32 21.42 23.87 -12.08  -0.627
C33 22.13 22.60 -11.64  -0.502
C34 22.59 22.93 -10.29  -0.703
C35 22.41 24.38 -9.94  -0.505
H65 20.19 28.99 -11.01  0.337
H66 21.95 28.98 -10.86  0.356
H67 20.87 29.28 -9.44  0.384
H68 20.01 26.92 -9.63  0.261
H69 21.66 27.01 -9.07  0.390
H70 22.18 26.60 -11.62  0.422
H71 20.46 26.52 -11.98  0.427
H72 19.72 24.84 -9.31  0.385
H73 19.99 23.23 -9.99  0.457
H74 19.09 24.32 -10.99  0.312
H75 20.43 23.68 -12.50  0.379
H76 22.08 24.35 -12.81  0.356
H77 21.42 21.78 -11.72  0.290
H78 22.93 22.25 -12.29  0.327
H79 22.15 22.24 -9.57  0.308
H80 23.67 22.78 -10.25  0.393
H81 22.02 24.38 -8.92  0.313
H82 23.33 24.89 -10.23  0.428
C36 11.19 27.81 -14.31  -1.336
C37 12.00 28.48 -15.42  -0.152
C38 11.33 29.90 -15.70  -0.911
N6 12.27 30.70 -16.72  0.233
C39 12.44 29.93 -18.08  -1.096
C40 13.58 31.07 -16.01  -0.433
C41 13.33 32.44 -15.39  -0.602
C42 12.03 32.98 -15.95  -0.623
C43 11.50 32.02 -17.03  -0.516
H83 10.31 27.40 -14.80  0.348
H84 10.89 28.49 -13.51  0.350
H85 11.76 27.05 -13.78  0.366
H86 12.03 27.88 -16.32  0.294
H87 13.04 28.55 -15.09  0.331
H88 11.11 30.53 -14.84  0.455
H89 10.34 29.61 -16.07  0.400
H90 12.89 30.63 -18.78  0.442
H91 11.44 29.63 -18.39  0.330
H92 13.17 29.14 -17.89  0.439
H93 14.33 31.06 -16.80  0.465
H94 13.97 30.44 -15.20  0.226
H95 14.19 33.07 -15.60  0.343
H96 13.31 32.22 -14.32  0.332
H97 12.26 33.92 -16.45  0.340
H98 11.25 33.23 -15.23  0.325
H99 11.73 32.50 -17.98  0.355
H100 10.42 31.89 -17.02  0.295
C44 12.91 13.82 -2.04  0.603
F4 12.35 14.99 -1.79  -0.221
F5 13.06 13.17 -0.84  -0.200
F6 12.13 13.18 -2.93  -0.222
S2 14.62 14.16 -2.84  1.012
O6 15.39 14.93 -1.80  -0.619
O7 15.07 12.80 -3.10  -0.587
N7 14.32 15.20 -4.17  -0.386
S3 15.42 14.81 -5.13  1.002
O8 16.81 14.80 -4.59  -0.628
O9 15.12 13.61 -5.91  -0.645
C45 15.38 16.34 -6.43  0.604
F7 16.19 16.00 -7.40  -0.241
F8 14.13 16.50 -7.02  -0.261
F9 15.80 17.45 -6.05  -0.212

Orbital gap in eV: 5.3395
E_tot in Eh: -4926.81958
Molecular weight in g/mol: 1150.5
Charge: +4
LUMO in eV: -5.47


This record from the OMol25 dataset describes a structure of composition C43H56F3N4O3PSbSeZn. The level of theory is ωB97M-V/def2-TZVPD.

Each line ends with the Mulliken charge.
Cartesian coordinates (Å):
Zn1 -1.88 -0.77 0.44  3.508
Se1 -3.14 -0.48 2.51  -0.176
C1 -1.75 -0.81 3.62  0.088
N1 -0.86 -1.08 4.31  -0.613
O1 0.19 -0.54 0.22  -0.663
P1 1.65 -0.87 -0.04  0.343
C2 2.25 -2.13 1.16  1.419
C3 3.61 -2.76 0.80  -0.964
C4 4.30 -3.37 2.03  -0.863
C5 3.26 -4.00 2.96  -0.733
C6 2.38 -2.89 3.56  -0.963
C7 2.23 -1.69 2.62  -0.752
C8 2.56 0.74 -0.15  1.207
C9 2.02 1.81 0.80  -0.217
C10 2.60 1.74 2.21  -0.294
C11 4.13 1.78 2.17  -1.388
C12 4.66 0.62 1.32  -0.045
C13 4.10 0.68 -0.10  -1.624
C14 1.79 -1.80 -1.64  0.156
C15 3.16 -1.86 -2.34  -1.595
C16 3.48 -0.65 -3.22  -0.296
C17 2.37 -0.40 -4.23  -1.593
C18 1.04 -0.21 -3.51  0.801
C19 0.70 -1.43 -2.65  -0.299
H1 1.46 -2.89 1.04  0.285
H2 4.28 -2.02 0.36  -0.011
H3 3.47 -3.54 0.05  0.400
H4 4.84 -2.60 2.58  0.244
H5 5.03 -4.11 1.71  0.572
H6 3.75 -4.56 3.75  0.520
H7 2.65 -4.71 2.39  0.297
H8 2.81 -2.54 4.50  0.488
H9 1.40 -3.30 3.81  0.161
H10 3.05 -0.99 2.81  0.320
H11 1.30 -1.16 2.84  -0.190
H12 2.26 1.04 -1.16  -0.260
H13 0.93 1.73 0.84  -0.741
H14 2.26 2.78 0.37  0.805
H15 2.26 0.83 2.71  0.083
H16 2.22 2.59 2.79  0.488
H17 4.53 1.72 3.18  0.511
H18 4.45 2.72 1.73  0.419
H19 4.38 -0.32 1.79  -0.431
H20 5.75 0.66 1.27  0.473
H21 4.47 -0.18 -0.68  0.420
H22 4.48 1.58 -0.59  0.591
H23 1.56 -2.81 -1.28  0.832
H24 3.15 -2.75 -2.99  0.596
H25 3.97 -2.02 -1.62  0.123
H26 4.43 -0.84 -3.74  0.501
H27 3.62 0.24 -2.61  0.058
H28 2.29 -1.25 -4.92  0.387
H29 2.60 0.49 -4.83  0.501
H30 0.24 -0.04 -4.23  0.761
H31 1.10 0.67 -2.86  -1.117
H32 0.56 -2.29 -3.32  0.481
H33 -0.25 -1.26 -2.14  -0.451
F1 -1.95 5.05 4.96  -0.344
C20 -2.01 4.38 3.81  0.061
C21 -2.92 4.78 2.85  -0.769
C22 -2.98 4.08 1.65  -0.417
C23 -2.12 3.00 1.42  -0.028
C24 -1.22 2.62 2.41  -0.036
C25 -1.15 3.31 3.61  -1.039
Sb1 -2.14 1.93 -0.43  -0.097
C26 -0.71 3.19 -1.42  0.554
C27 -0.28 2.83 -2.70  -0.801
C28 0.69 3.58 -3.35  -0.625
C29 1.20 4.69 -2.71  0.250
F2 2.16 5.40 -3.32  -0.361
C30 0.77 5.09 -1.46  -0.709
C31 -0.19 4.32 -0.81  -0.518
C32 -3.90 2.84 -1.27  0.030
C33 -3.80 3.71 -2.35  -0.465
C34 -4.94 4.32 -2.87  -0.593
C35 -6.16 4.03 -2.29  0.168
F3 -7.27 4.61 -2.79  -0.327
C36 -6.29 3.16 -1.22  -0.795
C37 -5.15 2.56 -0.72  -0.379
H34 -3.57 5.62 3.04  0.482
H35 -3.69 4.37 0.90  0.433
H36 -0.56 1.77 2.27  0.565
H37 -0.46 3.02 4.39  0.557
H38 -0.70 1.97 -3.19  0.661
H39 1.04 3.33 -4.34  0.489
H40 1.19 5.98 -1.01  0.493
H41 -0.52 4.61 0.17  0.426
H42 -2.84 3.94 -2.78  0.414
H43 -4.89 5.01 -3.70  0.472
H44 -7.27 2.97 -0.80  0.467
H45 -5.23 1.90 0.14  0.732
C38 -5.26 -1.86 -0.08  -0.767
O2 -4.45 -0.68 -0.16  -0.162
H46 -6.31 -1.61 -0.01  0.366
H47 -4.96 -2.39 0.82  0.251
H48 -5.09 -2.50 -0.95  0.182
H49 -4.76 -0.15 -0.90  0.124
C39 -2.58 -4.40 -2.54  -0.862
N2 -2.18 -4.34 -1.13  0.319
C40 -2.08 -5.45 -0.36  -0.337
C41 -1.76 -5.38 0.95  -1.228
C42 -1.53 -4.08 1.51  0.667
N3 -1.64 -3.00 0.74  0.019
C43 -2.00 -3.10 -0.55  0.191
O3 -2.18 -2.06 -1.21  -1.016
N4 -1.21 -3.92 2.78  -0.178
H50 -2.47 -5.41 -2.90  0.361
H51 -1.96 -3.73 -3.12  0.225
H52 -3.62 -4.08 -2.64  0.278
H53 -2.26 -6.40 -0.85  0.468
H54 -1.69 -6.27 1.56  0.460
H55 -1.18 -4.71 3.41  0.240
H56 -1.08 -2.99 3.17  -0.114

ΔE to the lowest compared entry with this formula, charge and spin in eV: 0.3552
Orbital gap in eV: 8.2523
E_tot in Eh: -7178.80326
Molecular weight in g/mol: 1031.0
Charge: +1
LUMO in eV: -2.39


- Which value of E_tot does entry 4 give?
  -7178.80326 Eh


- molecular weight of number 3 (C45H100F9N7O9S3)?
  1150.5 g/mol


- Among the records above, which one has the lowest E_tot?
  C18H31Br2IN7O4S